No. 1
C23H27N3O7S | ωB97M-V/def2-TZVPD

Each line ends with the natural charge from an NBO analysis.
Atoms and positions in Å:
C: 8.70002 -3.07175 0.69286  -0.60
C: 8.07987 -1.76841 0.34682  -0.04
O: 6.74407 -1.82481 0.74643  -0.50
C: 5.79818 -0.88401 0.66786  0.35
C: 4.47917 -1.23108 1.03702  -0.30
C: 3.46289 -0.12862 1.21164  -0.24
C: 3.76037 1.08239 0.81023  0.13
C: 5.11346 1.43383 0.03225  -0.17
C: 6.01744 0.42015 0.07412  -0.32
H: 7.09458 0.54561 -0.23143  0.21
H: 5.33112 2.57616 -0.23328  0.28
N: 2.83518 2.37856 0.50043  -0.69
S: 2.49260 2.61225 -1.03996  2.24
O: 1.71833 4.07310 -0.72522  -0.94
O: 3.60620 2.81085 -1.90939  -0.86
C: 1.33431 1.41605 -1.31763  -0.40
C: 0.09049 1.34745 -1.15494  -0.10
C: -0.79805 0.36184 -1.43127  -0.11
C: -0.06501 -0.62881 -2.12398  0.20
C: 1.18360 -0.73449 -2.16744  -0.29
C: 1.94929 0.30040 -2.06231  -0.09
H: 2.94287 0.39862 -1.98210  0.23
H: 1.64776 -1.55966 -2.64851  0.23
N: -1.02864 -1.75588 -2.19562  -0.48
C: -2.29881 -1.60146 -2.40626  0.16
C: -2.86558 -0.67829 -1.64712  -0.30
C: -2.20008 0.30674 -1.25591  0.39
O: -2.67150 1.65713 -0.78177  -0.73
C: -4.51069 -0.89383 -1.34818  0.73
O: -4.95180 -1.94906 -1.65633  -0.60
N: -5.05308 0.35658 -1.07844  -0.60
C: -6.48218 0.21535 -0.78077  -0.23
H: -6.79178 -0.73441 -0.79183  0.21
H: -7.04075 0.82310 -1.28758  0.20
C: -6.64386 0.56949 0.82841  0.43
O: -6.01974 -0.19201 1.63189  -0.53
C: -5.82135 -0.04265 2.77414  -0.18
H: -6.77882 0.29807 3.68838  0.07
H: -5.12246 0.79593 3.04401  0.14
H: -5.59412 -0.81928 3.53048  0.20
O: -7.85343 0.85524 1.34240  -0.54
C: -8.99377 -0.06066 1.26246  -0.19
H: -8.52438 -1.11662 1.40757  0.19
H: -9.20697 -0.38247 0.00477  0.12
H: -9.82735 0.18871 1.55507  0.16
H: -5.91643 1.51836 0.99796  0.12
H: -4.40616 0.93942 -0.73801  0.44
H: -2.73698 -2.79627 -2.39424  0.26
H: -0.50796 -2.53788 -2.86995  0.39
H: -0.52297 2.47126 -0.75350  0.31
C: 1.89874 2.38951 1.52496  -0.42
H: 1.44242 3.36793 1.42720  0.26
H: 2.47945 2.28677 2.47233  0.21
H: 1.16728 1.49586 1.50973  0.17
H: 2.64568 -0.29604 1.66482  0.20
H: 4.24959 -1.92546 1.80643  0.22
H: 8.38232 -1.00759 0.84400  0.17
H: 7.87783 -1.50579 -0.66602  0.18
H: 8.19996 -3.77798 0.07494  0.22
H: 9.83277 -3.00226 0.58765  0.21
H: 8.67683 -3.38517 1.57970  0.21

Calculated values
2S+1	1
energy relative to the best compared isomer or geometry (same formula, charge and spin)	553.88	kcal/mol
net charge	0

***

No. 2
C23H27N4O3STi | ωB97M-V/def2-TZVPD

Each line ends with the natural charge from an NBO analysis.
Atoms and positions in Å:
Ti: 0.27272 -0.96462 0.16399  1.49
N: 2.68135 4.32169 5.03308  -0.79
C: 2.62092 3.20482 4.26740  0.20
C: 3.79776 2.44895 4.01518  -0.28
C: 3.77208 1.29230 3.28437  -0.14
C: 2.54779 0.85451 2.73581  -0.40
C: 1.36994 1.62019 2.90163  -0.14
C: 1.42421 2.71586 3.77639  -0.28
S: 2.55918 -0.59505 1.69724  2.35
O: 3.77777 -1.27372 1.94151  -0.91
O: 1.28379 -1.22852 2.04820  -0.97
N: 2.29790 -0.22836 0.17343  -1.00
C: 3.03839 0.68881 -0.55784  0.55
N: 2.36824 1.16879 -1.60659  -0.46
C: 3.05647 1.97513 -2.33965  0.11
C: 4.35096 2.39153 -2.02596  -0.34
C: 4.88762 1.96649 -0.84873  0.09
N: 4.24125 1.03234 -0.10519  -0.48
H: 3.53846 4.90302 5.04069  0.39
H: 1.88496 4.86777 5.20901  0.39
H: 4.68420 2.69015 4.63859  0.22
H: 4.58021 0.59767 3.11699  0.25
H: 0.41429 1.40046 2.33498  0.24
H: 0.48399 3.22182 3.83675  0.21
H: 2.57827 2.37637 -3.23658  0.19
H: 4.86734 3.10942 -2.67817  0.23
H: 5.84902 2.32745 -0.49125  0.20
C: -1.12702 -4.80035 -0.01657  -0.67
C: -1.31580 -3.45596 -0.72023  0.39
O: -0.44504 -2.52177 -0.38986  -0.72
C: -2.17982 -3.28588 -1.81575  -0.15
C: -3.15273 -4.25264 -2.10885  -0.19
C: -3.85342 -4.24472 -3.29133  -0.21
C: -3.73542 -3.18949 -4.23358  -0.23
C: -2.84834 -2.17341 -3.94372  -0.20
C: -2.01981 -2.27370 -2.80584  -0.21
H: -1.05073 -5.59712 -0.80012  0.22
H: -1.96073 -5.00983 0.61509  0.22
H: -0.28507 -4.74625 0.58111  0.23
H: -3.29754 -5.02458 -1.37552  0.21
H: -4.58692 -5.01879 -3.44485  0.21
H: -4.30123 -3.12692 -5.14951  0.21
H: -2.90878 -1.34508 -4.59529  0.21
H: -1.31321 -1.47433 -2.74739  0.21
C: -2.50985 1.37991 -1.84401  -0.61
C: -2.41927 0.75676 -0.40806  -0.08
C: -2.74794 1.90859 0.61700  -0.61
C: -3.35713 -0.38016 -0.20316  -0.61
C: -0.94970 0.30584 -0.18423  -0.61
H: -3.59050 1.57429 -2.04036  0.21
H: -1.98051 0.83241 -2.68915  0.22
H: -2.01514 2.39085 -1.80762  0.20
H: -3.77103 2.29968 0.58428  0.21
H: -1.95604 2.69383 0.40180  0.20
H: -2.56818 1.57846 1.64121  0.21
H: -3.40234 -1.07976 -1.00962  0.23
H: -4.34356 0.13524 0.12957  0.20
H: -3.06981 -0.87286 0.72010  0.21
H: -0.16644 1.13244 0.00917  0.20

Calculated values
2S+1	2
⟨S²⟩	0.7809
net charge	0
DFT total energy	-70340.3818	eV

***

No. 3
C23H27N7O2V | ωB97M-V/def2-TZVPD

Each line ends with the natural charge from an NBO analysis.
Atoms and positions in Å:
V: 1.03593 0.15724 0.19805  1.21
C: 1.51693 3.06838 -2.92454  -0.27
C: 0.57370 4.03508 -2.56941  -0.17
C: -0.19136 3.83837 -1.44322  -0.23
C: -0.02131 2.68984 -0.66964  0.16
N: 0.90249 1.74891 -1.02176  -0.54
C: 1.64827 1.95407 -2.13793  0.03
C: -0.71798 2.39364 0.57837  -0.07
C: -1.83506 3.11984 1.01487  -0.21
C: -2.42743 2.80180 2.21834  -0.25
C: -1.89307 1.77161 3.00408  -0.21
C: -0.80914 1.04139 2.55618  -0.24
C: -0.19952 1.29640 1.30726  -0.35
H: 2.15160 3.18987 -3.79139  0.22
H: 0.45199 4.93121 -3.16425  0.22
H: -0.91694 4.57912 -1.13654  0.22
H: 2.36844 1.17771 -2.36721  0.22
H: -2.25276 3.91724 0.41015  0.20
H: -3.29771 3.34976 2.55683  0.21
H: -2.34635 1.54185 3.96225  0.21
H: -0.41873 0.24633 3.18562  0.20
C: -0.74708 -1.78137 -1.52459  -0.07
N: -1.13454 -0.87319 -0.41976  -0.49
C: -1.81722 -1.67981 0.61429  -0.07
N: -2.98165 -2.37980 0.07991  -0.46
C: -2.54321 -3.24236 -1.02008  -0.08
N: -1.88885 -2.48786 -2.09446  -0.46
C: -2.84312 -1.48624 -2.58835  -0.08
N: -3.29107 -0.58339 -1.52699  -0.46
C: -2.12627 0.09027 -0.95921  -0.08
C: -3.91074 -1.38397 -0.46796  -0.08
H: -0.02986 -2.51047 -1.14307  0.20
H: -0.26792 -1.19203 -2.31046  0.21
H: -2.12054 -1.01443 1.42225  0.23
H: -1.11926 -2.41377 1.00679  0.19
H: -3.41218 -3.75677 -1.43301  0.20
H: -1.84617 -3.98939 -0.63325  0.19
H: -3.70810 -2.00119 -3.00894  0.20
H: -2.36607 -0.90047 -3.37581  0.20
H: -2.44580 0.74483 -0.15167  0.23
H: -1.64352 0.69159 -1.73096  0.21
H: -4.78327 -1.89875 -0.87296  0.20
H: -4.23095 -0.71960 0.33597  0.21
C: 1.55342 -4.10032 1.69103  -0.72
C: 1.35237 -2.69498 1.36005  0.37
N: 1.18016 -1.58700 1.10133  -0.41
H: 1.96121 -4.62702 0.82953  0.26
H: 0.59827 -4.55020 1.96008  0.26
H: 2.23952 -4.20548 2.52967  0.26
O: 3.38096 -0.67250 -0.99958  -0.67
C: 3.77410 -0.08922 0.02258  0.67
C: 5.19338 -0.01533 0.54314  -0.51
C: 5.00683 0.54912 1.94705  -0.51
C: 3.53800 0.96978 1.99735  0.68
O: 3.00837 1.51049 2.93607  -0.58
N: 2.91272 0.57105 0.81865  -0.72
H: 5.75954 0.65962 -0.10118  0.23
H: 5.66928 -0.99350 0.49339  0.23
H: 5.64647 1.39693 2.18481  0.23
H: 5.16081 -0.20295 2.72224  0.23

Calculated values
2S+1	2
⟨S²⟩	0.8043
net charge	0
DFT total energy	-64502.2661	eV

***

No. 4
C23H27NO2 | ωB97M-V/def2-TZVPD

Each line ends with the natural charge from an NBO analysis.
Atoms and positions in Å:
C: -4.82020 -1.22392 -0.93535  -0.61
H: -4.36886 -1.12206 -1.91768  0.21
H: -5.55608 -0.43474 -0.80285  0.21
H: -5.33434 -2.18140 -0.90439  0.21
C: -3.77303 -1.16425 0.18631  0.15
N: -3.20440 0.18941 0.21951  -0.49
C: -2.64155 0.69960 -1.02642  -0.25
H: -2.49307 -0.08149 -1.77477  0.20
H: -1.65864 1.13390 -0.82778  0.20
C: -3.55942 1.79387 -1.60338  -0.06
O: -3.99093 2.67647 -0.59858  -0.73
H: -4.26791 2.11275 0.13871  0.47
H: -4.43020 1.33832 -2.09601  0.15
H: -3.01968 2.39154 -2.34142  0.18
C: -2.36614 0.53218 1.36414  -0.29
C: -1.01493 -0.01477 1.31707  -0.04
C: 0.09426 -0.45291 1.18858  0.01
C: 1.42678 -0.99340 1.02915  -0.47
H: 1.35904 -2.07323 0.87280  0.24
H: 2.02198 -0.79806 1.92510  0.24
C: 2.14955 -0.38224 -0.19450  0.23
C: 3.56500 -0.93009 -0.25335  -0.05
C: 3.97528 -2.22323 -0.49119  -0.19
C: 5.33644 -2.50091 -0.47219  -0.21
C: 6.25993 -1.50098 -0.21138  -0.20
C: 5.85102 -0.19704 0.02333  -0.22
C: 4.49654 0.08719 -0.00386  0.03
C: 3.77839 1.34444 0.15496  -0.06
C: 4.24207 2.62985 0.37511  -0.20
C: 3.32299 3.66636 0.43031  -0.20
C: 1.96913 3.42462 0.26101  -0.23
C: 1.49750 2.13564 0.04653  -0.13
C: 2.40503 1.10012 0.00519  -0.06
H: 0.44378 1.94689 -0.08381  0.22
H: 1.27019 4.24702 0.29569  0.22
H: 3.66741 4.67604 0.60060  0.21
H: 5.29748 2.82293 0.49684  0.21
H: 6.57494 0.57954 0.22000  0.21
H: 7.31326 -1.74043 -0.19558  0.21
H: 5.67835 -3.50785 -0.66107  0.21
H: 3.25533 -3.00148 -0.69790  0.22
O: 1.36727 -0.69068 -1.33247  -0.70
H: 1.77338 -0.28274 -2.10435  0.48
H: -2.85603 0.21445 2.28573  0.23
H: -2.28837 1.62683 1.39406  0.23
C: -4.51315 -1.43775 1.50535  -0.62
H: -5.13861 -0.58912 1.77369  0.21
H: -5.15216 -2.30909 1.38702  0.22
H: -3.82441 -1.64740 2.31974  0.21
C: -2.72439 -2.26642 -0.03204  -0.64
H: -2.14841 -2.08667 -0.93649  0.21
H: -2.03117 -2.30363 0.80425  0.22
H: -3.21629 -3.23200 -0.12196  0.21

Calculated values
2S+1	1
SMILES	CC(C)(C)N(CC#CCC1(O)c2ccccc2-c2ccccc21)CCO
energy relative to the best compared isomer or geometry (same formula, charge and spin)	63.27	kcal/mol
net charge	0